# C7H17N4O2Pd

C7H17N4O2Pd as an isolated structure (wB97M-V/def2-TZVPD, OMol25).

Each line ends with the Löwdin charge.
Element x y z (Å)
Pd: -0.31423 0.27939 -0.15148  1.011
N: -0.21539 2.17526 -0.88670  -0.035
C: -0.07258 2.30613 -2.37736  -0.169
C: -1.30712 1.79925 -3.09564  -0.160
C: -1.56073 0.31562 -2.91264  -0.174
N: -1.86995 -0.01880 -1.47230  -0.053
H: -1.03623 2.70292 -0.58190  0.136
H: 0.58358 2.63090 -0.44210  0.108
H: 0.82710 1.76580 -2.67394  0.137
H: 0.08609 3.36480 -2.59111  0.152
H: -1.17447 1.98480 -4.16300  0.151
H: -2.18893 2.38041 -2.80510  0.138
H: -0.70280 -0.28631 -3.21486  0.134
H: -2.41881 0.00318 -3.50930  0.148
H: -2.21429 -0.97703 -1.45848  0.107
H: -2.67518 0.53875 -1.17720  0.130
C: 0.71646 -2.90587 2.79698  0.061
C: 0.65538 -1.68441 1.95379  -0.195
N: -0.16582 -1.58511 0.89833  0.000
O: -0.82573 -2.68454 0.72931  0.175
C: 1.46198 -0.54626 2.15176  -0.021
C: 2.44090 -0.34051 3.17839  0.073
N: 1.22834 0.55323 1.14450  -0.089
O: 1.99551 1.44219 1.17797  0.204
H: -0.29036 -3.24376 3.05064  0.129
H: 1.26738 -2.72296 3.71543  0.112
H: 1.20381 -3.71757 2.24506  0.144
H: -1.41806 -2.62830 -0.04452  0.174
H: 2.99569 -1.26474 3.38732  0.155
H: 1.89133 -0.14608 4.12868  0.191
H: 3.09710 0.50961 2.99949  0.127

E in hartree: -773.03604
Gap between HOMO and LUMO in eV: 6.771
F_max in eV/Å: 0.26
Multiplicity: 1
Net charge: +3
HOMO energy in eV: -22.14